{"formula": "C11H25Cl2FN3O5V", "method": "ωB97M-V/def2-TZVPD", "homo_energy_ha": -0.339, "spin_multiplicity": 1, "lumo_energy_ha": -0.076, "relative_energy_kcal_mol": 0.0, "mol_weight_g_mol": 420.2, "total_charge": 0, "homo_lumo_gap_ha": 0.2631, "elements": ["V", "Cl", "Cl", "F", "O", "O", "O", "O", "O", "N", "N", "N", "C", "C", "C", "C", "C", "C", "C", "C", "C", "C", "C", "H", "H", "H", "H", "H", "H", "H", "H", "H", "H", "H", "H", "H", "H", "H", "H", "H", "H", "H", "H", "H", "H", "H", "H", "H"], "xyz": [[-2.114922, 0.460841, -1.346398], [2.605158, 3.513839, -3.019257], [3.932638, 2.317848, -0.390729], [-0.314398, 0.380676, -0.425770], [-2.013688, 1.948870, -1.915826], [0.506097, 4.260576, 2.714900], [-1.803866, -0.506233, -2.569949], [-2.560221, -1.407484, -0.193033], [3.560551, -2.982233, -0.834637], [1.614338, -1.873522, -1.187803], [-3.875564, -2.674288, 1.137495], [-0.299581, 2.963557, 1.025369], [2.599102, -2.362496, -0.399596], [-1.281131, 3.910215, 0.536830], [1.422619, -2.158450, -2.600043], [-4.775450, -3.115630, 0.088901], [1.546892, 2.149021, 2.360285], [-1.891545, -1.639638, 2.069174], [-2.794875, -1.942626, 0.902089], [0.583449, 3.267244, 2.009463], [3.040105, 1.259218, -1.531933], [1.956143, 2.053615, -2.229304], [2.501283, -2.020358, 1.075680], [0.371777, -2.347609, -2.806122], [1.787392, -1.259835, -3.100822], [-2.303616, 3.570426, 0.720136], [-0.192490, 2.078172, 0.549206], [-1.665628, -0.575152, 2.056169], [1.115854, 1.574126, 3.180879], [2.599659, 0.485871, -0.911285], [-4.788141, -4.204426, 0.059041], [1.675274, 1.477404, 1.508439], [1.626066, -2.577674, 1.431490], [2.311674, -0.958646, 1.234557], [-0.968944, -2.186071, 1.862713], [1.428586, 1.501707, -3.005449], [0.965018, -1.262836, -0.707484], [-1.109485, 4.869308, 1.016462], [2.516893, 2.539923, 2.649251], [1.197248, 2.339441, -1.503469], [-1.154405, 4.017711, -0.540680], [-5.793889, -2.760044, 0.253450], [-4.489771, -2.737637, -0.887429], [1.995765, -3.038842, -2.875122], [-4.101865, -2.874871, 2.095855], [3.357323, -2.391018, 1.624706], [3.752349, 0.829025, -2.229714], [-2.275754, -1.911036, 3.049324]], "forces_ev_per_angstrom": [[4.5, -1.5, -1.2], [-0.1, 0.0, -0.1], [0.1, -0.2, 0.0], [-2.1, 0.2, -0.6], [-1.0, -1.3, 0.8], [0.1, 0.2, -0.5], [-0.8, 1.4, 1.0], [-0.5, 0.4, -0.5], [-0.4, -0.2, 0.0], [-0.6, -0.3, 1.1], [0.0, 0.0, -0.6], [0.2, 0.1, -0.1], [1.4, 0.2, -0.5], [0.2, -0.1, -0.3], [0.4, 0.5, 0.6], [-0.6, -0.2, -0.1], [-0.1, -0.2, -0.6], [0.2, -0.1, -0.3], [-0.2, 1.3, 1.1], [-0.4, -0.4, 1.2], [0.0, 0.3, 0.0], [-0.3, 0.0, 0.2], [-1.0, -0.4, -0.2], [0.0, 0.2, 0.0], [-0.2, -0.3, -0.7], [0.0, 0.1, 0.1], [0.1, 0.1, -0.1], [0.1, 0.0, 0.0], [0.0, 0.1, 0.1], [-0.1, -0.1, -0.2], [0.0, 0.0, -0.1], [0.1, 0.0, 0.1], [0.0, 0.2, 0.2], [0.1, 0.0, 0.1], [0.1, 0.1, 0.2], [0.3, -0.3, 0.0], [-0.3, 0.0, -0.4], [-0.1, 0.0, 0.1], [0.0, 0.1, 0.1], [0.1, 0.3, 0.0], [-0.1, 0.1, 0.0], [0.0, 0.0, 0.2], [0.4, 0.0, 0.1], [0.2, 0.1, 0.0], [0.1, -0.3, 0.0], [0.2, 0.2, -0.1], [0.1, 0.0, 0.0], [-0.1, -0.2, -0.1]], "mulliken_charge": [1.171, -0.203, -0.179, -0.070, -0.568, -0.692, -0.532, -0.712, -0.695, 0.020, -0.163, 0.101, 0.841, -0.964, -0.866, -0.871, -0.488, -0.597, 0.756, 0.741, 0.306, 0.137, -0.609, 0.261, 0.232, 0.227, 0.010, 0.139, 0.233, -0.586, 0.301, -0.213, 0.193, 0.001, 0.101, 0.249, -0.134, 0.379, 0.357, -0.211, 0.292, 0.319, 0.298, 0.345, 0.235, 0.319, 0.420, 0.372]}


{"formula": "C11H25Cl2N4O2Zr", "method": "ωB97M-V/def2-TZVPD", "homo_energy_ha": -0.744, "spin_multiplicity": 1, "lumo_energy_ha": -0.425, "relative_energy_kcal_mol": 0.8, "mol_weight_g_mol": 407.5, "total_charge": 3, "homo_lumo_gap_ha": 0.3186, "elements": ["Zr", "Cl", "Cl", "O", "O", "N", "N", "N", "N", "C", "C", "C", "C", "C", "C", "C", "C", "C", "C", "C", "H", "H", "H", "H", "H", "H", "H", "H", "H", "H", "H", "H", "H", "H", "H", "H", "H", "H", "H", "H", "H", "H", "H", "H", "H"], "xyz": [[0.324138, 0.216729, -0.398045], [0.489221, 1.709779, -2.745784], [0.424580, -1.161574, -2.707439], [-0.563540, 1.997420, -0.031187], [-1.422146, -2.573265, -0.612738], [-1.609829, -1.236155, -0.459431], [0.419900, -0.137356, 1.760246], [2.584957, 0.251593, -0.251570], [-1.463292, 1.122104, -0.559270], [-0.615311, 0.549120, 2.607703], [1.787032, 0.387992, 2.133989], [0.340309, -1.620453, 1.982861], [2.861073, -0.122616, 1.188638], [3.011823, 1.681678, -0.467419], [3.436582, -0.619605, -1.128419], [-2.767491, -0.688218, -0.621052], [-2.675597, 0.807026, -0.346395], [-3.772438, 1.654655, 0.155661], [-4.051987, -1.370225, -0.925565], [0.540499, 0.274043, -3.800752], [2.405145, 2.375290, 0.116675], [3.824440, 0.292798, 1.481179], [4.476087, -0.544620, -0.810749], [-3.396295, 2.587507, 0.572299], [-4.434472, 1.896329, -0.685355], [0.923255, -2.179204, 1.244237], [3.116929, -1.656292, -1.053022], [-0.402860, 0.361387, 3.659631], [-0.590934, 1.616753, 2.424369], [3.362664, -0.281665, -2.158267], [-0.693268, -1.937997, 1.918506], [-1.599123, 0.150341, 2.373668], [-4.663991, -0.738591, -1.570810], [-4.374265, 1.119463, 0.893284], [-3.925958, -2.331145, -1.422812], [4.052293, 1.799367, -0.166303], [0.721953, -1.865488, 2.973405], [-2.271917, -3.018790, -0.792202], [-0.321417, 0.268510, -4.454300], [1.478768, 0.224405, -4.335700], [2.935263, 1.935988, -1.517142], [-4.616765, -1.537478, -0.002063], [1.737957, 1.475393, 2.138565], [2.950546, -1.204686, 1.250810], [2.027478, 0.069733, 3.148084]], "forces_ev_per_angstrom": [[-0.5, -0.7, -0.3], [0.2, 0.0, -0.4], [0.1, -0.2, -0.4], [-0.4, 0.5, 0.0], [-0.1, 0.0, 0.0], [0.0, 0.0, 0.0], [0.1, -0.2, 0.6], [0.9, 0.2, 0.1], [0.0, 0.5, -0.1], [0.2, -0.2, 0.0], [0.0, -0.2, -0.1], [0.1, 0.2, 0.0], [-0.1, 0.1, -0.1], [0.1, -0.2, 0.1], [-0.1, 0.2, 0.1], [-0.2, 0.2, 0.1], [-0.3, -0.1, 0.1], [0.0, -0.1, 0.0], [0.0, 0.1, 0.1], [0.0, 0.0, 0.2], [-0.1, 0.0, 0.0], [0.1, 0.0, 0.0], [0.1, 0.0, 0.0], [0.0, 0.0, 0.0], [0.0, 0.0, 0.0], [0.0, 0.0, 0.0], [0.0, -0.1, 0.0], [0.0, -0.1, 0.0], [0.0, 0.1, 0.0], [0.0, 0.0, -0.1], [-0.1, 0.0, 0.0], [0.0, 0.0, 0.0], [0.0, 0.0, 0.0], [0.0, 0.0, 0.0], [0.0, 0.0, 0.0], [0.1, 0.0, 0.1], [0.1, 0.0, 0.0], [0.1, 0.0, 0.0], [-0.1, 0.0, 0.0], [0.1, 0.0, 0.0], [0.0, 0.0, -0.1], [0.0, 0.0, 0.0], [-0.1, 0.1, 0.0], [0.0, -0.1, 0.0], [0.0, 0.0, 0.1]], "mulliken_charge": [0.497, 0.028, -0.008, -0.539, -0.412, 0.485, 0.155, 0.300, 0.301, -1.103, -0.666, -1.098, -0.930, -1.115, -1.089, 0.296, 0.709, -1.515, -1.602, -0.132, 0.379, 0.457, 0.374, 0.411, 0.409, 0.474, 0.435, 0.481, 0.387, 0.353, 0.457, 0.355, 0.360, 0.401, 0.610, 0.429, 0.372, 0.366, 0.413, 0.406, 0.474, 0.369, 0.367, 0.447, 0.451]}


{"formula": "C11H25ClIN3NdO2P", "method": "ωB97M-V/def2-TZVPD", "homo_energy_ha": [-0.521, -0.521], "spin_multiplicity": 4, "lumo_energy_ha": [-0.307, -0.305], "relative_energy_kcal_mol": 86.4, "mol_weight_g_mol": 568.9, "total_charge": 2, "homo_lumo_gap_ha": [0.2143, 0.2167], "elements": ["Nd", "I", "Cl", "P", "O", "O", "N", "N", "N", "C", "C", "C", "C", "C", "C", "C", "C", "C", "C", "C", "H", "H", "H", "H", "H", "H", "H", "H", "H", "H", "H", "H", "H", "H", "H", "H", "H", "H", "H", "H", "H", "H", "H", "H", "H"], "xyz": [[0.273242, -0.152851, -0.314792], [-1.643663, 1.925739, -4.086904], [0.919892, 1.778169, -1.361039], [2.018044, -1.471695, -1.941014], [-3.914089, 0.352552, -5.268315], [-0.297099, -3.312159, 1.040602], [0.619913, 0.044060, 3.031802], [-1.012988, 0.417366, 1.419226], [-1.534520, 0.861746, 3.651843], [3.589398, -0.683022, -1.680973], [-0.025595, -2.217567, 0.495776], [-3.575437, 2.471996, -6.438874], [-0.673277, 0.448991, 2.763688], [2.175548, -3.188242, -1.772056], [1.467663, -1.061857, -3.575441], [-1.189819, 1.135974, 5.074022], [1.815657, 0.498972, 2.228406], [1.028191, -0.755448, 4.208943], [-2.946439, 1.255136, 3.297718], [-3.314694, 1.408563, -5.414155], [0.511672, -1.557494, -3.807590], [-4.420251, 2.170863, -7.088046], [-0.294931, 1.764044, 5.109120], [-2.673676, 2.618439, -7.037685], [-1.981915, 1.646281, 5.631522], [1.799013, 1.581427, 2.116114], [2.773131, 0.192142, 2.667307], [-3.534977, 1.601584, 4.165421], [2.534427, -3.468856, -0.770440], [-2.935650, 2.077135, 2.571648], [0.136696, -1.194636, 4.665961], [4.240612, -1.078650, -2.462435], [1.834641, 0.017723, 1.210027], [-1.928443, 0.742202, 1.132090], [2.249139, -1.429626, -4.243241], [1.217964, -3.703296, -1.942353], [-1.025091, 0.189743, 5.614380], [1.660716, -1.599612, 3.912848], [2.900761, -3.491118, -2.526370], [-3.466337, 0.386441, 2.881585], [-3.808612, 3.409003, -5.928080], [1.585317, -0.131596, 4.926524], [3.518085, 0.412222, -1.760176], [3.998634, -0.932498, -0.689286], [1.329128, 0.021692, -3.707291]], "forces_ev_per_angstrom": [[-2.5, 3.2, -1.4], [0.0, -0.1, 0.2], [1.4, 3.6, -1.9], [-0.7, 1.0, 1.2], [2.2, 3.4, -0.2], [2.4, 9.8, -4.9], [1.6, -0.2, 0.2], [0.6, -0.3, 2.4], [-1.5, 0.9, 2.0], [0.9, 0.1, 0.0], [-2.7, -15.1, 6.9], [-0.3, -0.2, -0.2], [-0.3, 0.2, -2.7], [0.6, -1.8, -0.3], [-0.2, 0.0, -0.9], [0.6, -0.5, 0.3], [-1.6, -0.3, -0.2], [-0.5, 0.2, 0.3], [0.2, -0.4, -0.4], [-2.3, -3.3, 0.0], [0.4, 0.1, 0.0], [0.5, 0.1, 0.4], [-0.1, -0.2, 0.1], [-0.1, 0.0, 0.1], [0.0, 0.0, -0.7], [0.1, 0.0, -0.2], [-0.6, 0.0, 0.2], [0.8, -0.3, -0.3], [0.0, 0.1, -0.4], [0.1, -0.2, 0.1], [0.3, 0.2, 0.0], [0.5, 0.2, 0.1], [0.7, 0.3, 0.9], [-0.2, 0.4, 0.6], [-0.2, 0.1, -0.4], [0.3, 0.2, -0.1], [0.1, 0.5, -0.2], [-0.1, 0.3, -0.2], [0.1, -0.7, 0.1], [0.1, 0.2, 0.0], [0.1, 0.0, -0.1], [-0.3, -0.3, -0.1], [0.0, -0.4, -0.1], [-0.1, 0.0, -0.4], [0.2, -0.4, 0.1]], "mulliken_spin": [3.004, 0.000, -0.015, -0.003, 0.000, 0.012, 0.001, -0.010, -0.002, -0.002, 0.015, 0.000, -0.002, -0.002, -0.001, 0.000, -0.011, 0.000, 0.000, 0.000, 0.000, 0.000, 0.000, 0.000, 0.000, 0.001, 0.000, 0.000, 0.000, 0.000, 0.000, 0.000, 0.013, 0.000, 0.000, 0.000, 0.000, 0.000, 0.000, 0.000, 0.000, 0.000, 0.001, 0.000, 0.001]}